Density functional theory data (ωB97M-V with the def2-TZVPD basis set) for a 3-piece molecular cluster, C27H58BN2O5 overall at a distorted geometry.

Each line ends with the Mulliken charge.
Atoms and positions in Å:
C  -2.49  -8.47  4.82  -0.412
C  -1.69  -7.34  5.13  -0.192
C  -0.92  -5.90  5.39  -0.058
C  -1.85  -4.70  4.76  -0.351
C  -1.06  -3.50  4.00  -0.667
B  -0.43  -3.93  2.50  1.180
C  0.99  -4.74  2.62  -0.030
C  2.04  -4.16  3.74  -0.260
O  2.93  -5.01  4.31  -0.627
C  -1.47  -4.97  1.69  -0.499
O  -2.80  -4.40  1.46  -0.359
C  -3.60  -5.53  0.90  -0.396
O  -4.23  -6.23  2.03  -0.163
C  -5.19  -7.16  1.35  -0.437
C  -5.82  -8.10  2.55  -0.276
O  -5.16  -9.41  2.45  -0.549
O  -0.38  -2.65  1.77  -1.110
C  0.27  -2.71  0.48  -0.185
C  1.86  -2.18  0.53  -0.058
C  2.50  -2.61  -0.93  -0.161
C  2.90  -4.21  -1.03  -0.980
H  -2.93  -9.42  4.24  0.241
H  0.20  -5.89  5.06  0.139
H  -0.91  -5.77  6.58  0.344
H  -2.39  -4.19  5.70  0.353
H  -2.76  -5.18  4.14  0.020
H  -0.28  -2.95  4.68  0.161
H  -1.88  -2.68  3.73  0.063
H  0.71  -5.85  2.95  0.300
H  1.59  -4.86  1.62  0.082
H  2.05  -3.03  4.12  0.230
H  -1.04  -5.30  0.65  0.096
H  -1.63  -5.99  2.30  0.274
H  -4.36  -5.09  0.12  0.244
H  -2.94  -6.33  0.33  0.352
H  -4.56  -7.79  0.56  0.268
H  -5.98  -6.48  0.81  0.277
H  -5.61  -7.56  3.59  0.261
H  -6.98  -8.12  2.41  0.238
H  -5.36  -9.87  3.33  0.315
H  0.32  -3.75  -0.04  0.022
H  -0.30  -1.95  -0.25  -0.093
H  1.92  -1.00  0.66  0.226
H  2.45  -2.64  1.44  0.062
H  1.66  -2.35  -1.74  0.033
H  3.44  -1.96  -1.21  0.301
H  3.76  -4.54  -0.32  0.262
H  1.98  -4.93  -0.82  0.189
H  3.18  -4.40  -2.18  0.333
C  0.29  4.33  -2.43  -1.325
C  1.09  3.17  -3.02  -0.435
N  1.36  2.10  -2.05  0.155
C  2.37  1.15  -2.51  -0.592
C  2.06  0.31  -3.74  -0.995
C  0.19  1.50  -1.40  -0.373
C  -0.89  0.90  -2.30  -1.077
H  0.77  4.72  -1.53  0.293
H  0.24  5.15  -3.16  0.412
H  -0.73  4.04  -2.19  0.329
H  2.05  3.58  -3.36  0.435
H  0.57  2.79  -3.91  0.263
H  2.64  0.47  -1.68  0.297
H  3.30  1.71  -2.71  0.380
H  1.32  -0.47  -3.52  0.118
H  2.97  -0.19  -4.09  0.404
H  1.69  0.92  -4.57  0.340
H  -0.28  2.27  -0.77  0.320
H  0.52  0.74  -0.68  0.085
H  -1.17  1.56  -3.12  0.349
H  -1.80  0.72  -1.70  0.396
H  -0.59  -0.06  -2.71  0.213
C  3.33  11.04  -1.82  -1.407
C  1.88  10.70  -2.12  -0.348
N  1.71  9.44  -2.84  0.106
C  0.36  9.26  -3.40  -0.686
C  -0.80  9.16  -2.42  -0.921
C  2.28  8.24  -2.22  -0.674
C  1.83  7.89  -0.80  -0.913
H  3.94  11.02  -2.74  0.329
H  3.40  12.05  -1.40  0.429
H  3.78  10.35  -1.10  0.287
H  1.48  11.52  -2.73  0.438
H  1.31  10.71  -1.18  0.279
H  0.35  8.38  -4.06  0.347
H  0.16  10.11  -4.07  0.392
H  -0.82  8.20  -1.91  0.157
H  -1.75  9.25  -2.96  0.403
H  -0.79  9.96  -1.67  0.273
H  3.37  8.36  -2.20  0.351
H  2.11  7.37  -2.87  0.327
H  1.84  8.76  -0.13  0.310
H  2.50  7.15  -0.38  0.376
H  0.83  7.46  -0.79  0.148

Values from the calculation:
DFT total energy = -1573.7536 a.u.
net charge = -1

Density functional theory data (ωB97M-V with the def2-TZVPD basis set) for C27H58Cl40N3O3S as an isolated structure at a distorted geometry.

Each line ends with the Mulliken charge.
Atoms and positions in Å:
C  8.36  2.10  1.03  -0.631
O  8.03  3.26  0.28  -0.463
C  6.96  3.99  0.81  -0.538
C  5.60  3.35  0.49  -0.470
C  4.49  4.26  1.05  -0.737
C  3.25  3.42  1.40  -0.318
N  2.02  3.89  0.75  0.458
C  1.31  3.19  -0.08  0.258
N  0.17  3.73  -0.65  -0.548
N  1.68  1.91  -0.44  -0.128
S  1.38  0.67  0.73  1.097
C  0.80  1.32  2.27  -1.016
O  2.64  0.08  1.04  -0.587
O  0.40  -0.27  0.30  -0.514
H  9.35  2.20  1.45  0.235
H  7.65  1.93  1.84  0.252
H  8.34  1.23  0.38  0.293
H  6.93  5.01  0.41  0.431
H  7.01  4.07  1.90  0.122
H  5.59  2.37  0.97  0.396
H  5.46  3.23  -0.59  0.230
H  4.87  4.72  1.96  0.334
H  4.23  5.02  0.31  0.414
H  3.46  2.37  1.23  0.198
H  3.06  3.54  2.47  -0.060
H  1.72  4.83  0.97  0.138
H  0.27  3.69  -1.67  0.318
H  0.11  4.73  -0.46  0.138
H  1.16  1.65  -1.27  0.549
H  -0.21  1.72  2.19  0.213
H  0.74  0.42  2.89  0.515
H  1.49  2.01  2.74  0.226
C  9.31  4.82  3.86  -0.413
Cl  8.47  3.40  4.50  -0.124
Cl  8.19  5.91  3.04  -0.107
H  9.77  5.35  4.69  0.370
H  10.06  4.50  3.16  0.297
C  -1.45  -2.00  -2.57  0.393
Cl  -2.34  -3.41  -1.98  -0.176
Cl  -2.53  -0.83  -3.34  -0.167
H  -0.96  -1.52  -1.73  -0.215
H  -0.72  -2.33  -3.30  0.187
C  2.42  -2.16  -2.56  -0.276
Cl  3.65  -3.19  -1.83  -0.148
Cl  1.71  -1.07  -1.33  -0.068
H  2.87  -1.59  -3.36  0.330
H  1.62  -2.78  -2.96  0.136
C  1.55  4.50  5.39  -0.524
Cl  2.12  2.87  5.74  -0.135
Cl  2.16  5.08  3.83  0.026
H  0.46  4.49  5.34  0.326
H  1.89  5.17  6.16  0.404
C  9.50  9.81  1.95  -0.351
Cl  10.29  8.61  2.98  -0.141
Cl  7.76  9.90  2.27  -0.149
H  9.93  10.78  2.15  0.310
H  9.65  9.53  0.92  0.314
C  8.35  -0.08  5.70  0.185
Cl  8.77  -0.53  7.36  -0.158
Cl  9.60  -0.56  4.55  -0.149
H  7.43  -0.58  5.43  0.251
H  8.24  0.99  5.65  -0.111
C  -6.06  -3.89  -1.97  0.627
Cl  -7.34  -3.20  -0.97  -0.160
Cl  -6.07  -5.66  -1.94  -0.184
H  -6.20  -3.57  -2.99  -0.369
H  -5.10  -3.55  -1.59  0.055
C  -8.80  -7.01  -3.75  0.059
Cl  -9.71  -8.41  -3.18  -0.217
Cl  -9.86  -5.82  -4.53  -0.146
H  -8.31  -6.54  -2.90  -0.014
H  -8.06  -7.34  -4.47  0.274
C  3.46  -6.76  0.00  0.016
Cl  1.88  -7.55  -0.16  -0.146
Cl  4.27  -7.21  1.51  -0.160
H  4.08  -7.05  -0.83  0.271
H  3.31  -5.69  0.01  0.025
C  3.80  -4.57  4.48  -0.168
Cl  4.69  -4.61  6.01  -0.153
Cl  3.35  -2.91  4.02  -0.099
H  4.43  -4.98  3.70  0.145
H  2.90  -5.16  4.58  0.280
C  -3.81  -3.80  -5.19  1.184
Cl  -4.70  -5.20  -4.60  -0.082
Cl  -4.90  -2.62  -5.95  -0.173
H  -3.32  -3.32  -4.35  -0.791
H  -3.07  -4.13  -5.92  -0.112
C  -8.81  -2.13  -5.84  -0.247
Cl  -7.95  -2.28  -4.30  -0.100
Cl  -9.16  -0.44  -6.24  -0.167
H  -8.18  -2.55  -6.62  0.250
H  -9.74  -2.67  -5.77  0.271
C  0.59  8.64  3.20  -0.027
Cl  0.24  7.69  4.64  -0.154
Cl  0.76  7.60  1.75  -0.178
H  -0.23  9.32  3.03  -0.058
H  1.52  9.18  3.34  0.372
C  -12.98  -7.29  -5.89  -0.022
Cl  -13.83  -8.71  -5.27  -0.135
Cl  -14.07  -6.15  -6.68  -0.165
H  -12.50  -6.80  -5.05  0.056
H  -12.23  -7.62  -6.60  0.262
C  -2.27  -6.44  -7.77  -0.210
Cl  -2.19  -5.57  -9.30  -0.140
Cl  -1.43  -5.56  -6.47  -0.158
H  -3.31  -6.55  -7.49  0.204
H  -1.79  -7.40  -7.89  0.318
C  9.67  9.57  6.39  0.232
Cl  10.33  11.14  6.83  -0.159
Cl  10.03  8.33  7.60  -0.165
H  8.59  9.65  6.29  0.264
H  10.11  9.26  5.45  -0.165
C  -3.14  10.45  1.76  -0.266
Cl  -2.96  10.41  3.51  -0.143
Cl  -1.72  9.77  0.95  -0.128
H  -4.01  9.87  1.48  0.258
H  -3.26  11.48  1.44  0.315
C  -8.34  -11.03  -0.83  0.361
Cl  -8.55  -10.53  0.85  -0.152
Cl  -6.64  -11.27  -1.24  -0.158
H  -8.87  -11.97  -0.98  0.254
H  -8.74  -10.26  -1.48  -0.255
C  -2.61  4.32  1.28  -0.194
Cl  -1.92  5.95  1.46  -0.039
Cl  -2.41  3.37  2.75  -0.162
H  -3.66  4.41  1.06  0.365
H  -2.10  3.81  0.47  0.077
C  -13.78  -12.53  -3.95  0.035
Cl  -15.37  -13.30  -4.11  -0.152
Cl  -12.97  -12.99  -2.45  -0.155
H  -13.17  -12.84  -4.79  0.269
H  -13.92  -11.46  -3.95  0.001

Values from the calculation:
DFT total energy = -20259.0244 a.u.
net charge = +1

Density functional theory data (ωB97M-V with the def2-TZVPD basis set) for C27H59ClP2Si3W as an isolated structure at a distorted geometry.

Each line ends with the Mulliken charge.
Atoms and positions in Å:
W  0.11  0.28  0.12  1.188
C  1.04  1.19  1.87  -1.228
C  1.78  1.63  0.74  -0.328
C  0.86  2.40  -0.07  0.023
Si  3.61  1.22  0.52  -0.070
C  -0.40  2.43  0.58  -0.256
C  -0.30  1.68  1.81  -0.471
Si  -1.55  1.37  3.20  -0.256
H  1.44  0.61  2.68  1.002
H  1.11  2.94  -0.98  0.789
H  -1.26  2.99  0.25  0.747
Cl  -1.76  -1.33  -4.24  -0.217
C  -0.83  0.92  4.87  -1.030
C  -2.59  2.89  3.48  -1.164
C  4.43  0.56  2.07  -1.139
C  4.53  2.73  -0.05  -1.131
H  -1.93  3.69  3.87  0.375
H  -3.34  2.68  4.25  0.321
H  -3.10  3.28  2.59  0.332
H  -0.16  0.06  4.87  0.352
H  -1.66  0.72  5.57  0.355
H  -0.27  1.78  5.27  0.323
H  4.35  3.55  0.66  0.356
H  4.25  3.06  -1.06  0.284
H  5.61  2.51  -0.04  0.339
H  4.64  1.40  2.74  0.348
H  5.40  0.10  1.80  0.405
H  3.84  -0.18  2.62  0.213
C  -2.54  -0.10  2.51  -1.114
C  3.60  -0.13  -0.82  -1.441
P  -2.52  -0.08  0.65  0.050
H  -3.56  -0.06  2.93  0.949
H  -2.07  -1.04  2.83  0.149
P  1.98  -0.11  -1.69  -0.023
H  3.77  -1.11  -0.36  0.329
H  4.45  0.06  -1.49  0.864
C  2.08  -1.55  -2.87  0.725
C  2.30  1.34  -2.87  1.168
C  -3.58  1.47  0.33  1.408
C  -3.78  -1.36  0.12  0.676
C  -3.16  -2.32  -0.90  -1.386
H  -4.56  -0.80  -0.43  0.432
C  -4.47  -2.05  1.30  -1.475
H  -3.76  -2.61  1.94  0.223
H  -5.23  -2.76  0.94  0.438
H  -4.99  -1.33  1.94  0.302
H  -2.61  -1.78  -1.68  0.061
H  -3.95  -2.90  -1.40  0.515
H  -2.50  -3.05  -0.42  0.170
H  -3.01  2.27  0.82  -0.655
C  -4.96  1.41  0.99  -1.574
C  -3.67  1.79  -1.16  -1.325
H  -4.91  1.30  2.08  0.262
H  -5.58  0.60  0.59  0.320
H  -5.48  2.35  0.79  0.482
H  -2.69  2.04  -1.59  0.162
H  -4.32  2.66  -1.30  0.488
H  -4.10  0.96  -1.73  0.223
H  2.51  2.17  -2.19  -0.294
C  1.06  1.70  -3.69  -1.229
C  3.52  1.14  -3.78  -1.756
H  4.46  1.05  -3.22  0.293
H  3.62  2.03  -4.42  0.499
H  3.40  0.27  -4.43  0.327
H  0.24  2.07  -3.08  0.152
H  0.70  0.84  -4.28  0.214
H  1.33  2.50  -4.40  0.447
C  1.09  -2.63  -2.44  -0.784
C  3.50  -2.11  -3.06  -1.565
H  1.73  -1.15  -3.84  0.453
H  3.88  -2.58  -2.15  0.266
H  4.21  -1.34  -3.35  0.336
H  3.50  -2.86  -3.85  0.448
H  1.38  -3.09  -1.49  -0.079
H  1.08  -3.45  -3.18  0.568
H  0.06  -2.24  -2.37  -0.157
C  -1.87  0.30  -3.55  -0.298
H  -1.26  0.40  -2.66  -0.446
H  -1.56  1.00  -4.34  0.493
H  -2.92  0.51  -3.31  0.387
C  0.75  -1.85  3.22  -1.631
Si  0.76  -1.86  1.30  0.554
C  2.47  -2.69  1.09  -1.485
C  -0.42  -3.28  0.89  -1.145
H  1.10  -2.86  3.52  0.597
H  -0.25  -1.70  3.64  0.395
H  1.44  -1.12  3.65  0.382
H  2.42  -3.62  1.68  0.626
H  3.29  -2.09  1.49  0.314
H  2.72  -2.97  0.06  0.284
H  0.00  -4.21  1.31  0.552
H  -1.41  -3.12  1.35  0.210
H  -0.55  -3.42  -0.19  0.206

Values from the calculation:
DFT total energy = -3142.6794 a.u.
net charge = 0
⟨S²⟩ = 2.012
2S+1 = 3

Density functional theory data (ωB97M-V with the def2-TZVPD basis set) for a 3-piece molecular cluster, C27H60N7S2 overall.

Each line ends with the Mulliken charge.
Atoms and positions in Å:
C  -0.52  -0.65  4.27  -0.921
C  0.68  -1.33  3.60  -0.869
N  0.29  -2.13  2.42  0.324
C  -0.47  -1.34  1.44  -0.449
C  -0.24  -1.74  -0.02  -1.404
C  -0.09  -3.43  2.61  0.160
S  -1.35  -4.17  1.87  -0.205
S  0.91  -4.37  3.77  -0.184
C  2.50  -4.17  2.92  -0.874
C  2.49  -4.77  1.52  0.171
C  3.89  -5.18  1.03  -0.774
N  4.21  -4.60  -0.28  -0.153
C  5.38  -4.06  -0.56  0.421
N  6.43  -3.94  0.28  -0.474
C  7.39  -3.35  -0.40  0.395
C  8.75  -3.01  0.11  -0.682
C  9.29  -1.66  -0.36  -1.036
C  8.66  -0.45  0.37  0.923
C  7.57  0.20  -0.47  -1.471
C  9.73  0.58  0.72  -1.673
N  6.99  -3.09  -1.65  0.112
N  5.71  -3.54  -1.77  -0.224
H  -0.64  0.37  3.91  0.315
H  -0.39  -0.60  5.35  0.406
H  -1.45  -1.18  4.04  0.151
H  1.40  -0.58  3.27  0.430
H  1.20  -1.98  4.30  0.513
H  -1.54  -1.38  1.69  0.193
H  -0.15  -0.31  1.57  0.412
H  -0.24  -0.85  -0.65  0.448
H  -1.00  -2.42  -0.39  0.339
H  0.74  -2.23  -0.12  0.207
H  3.22  -4.69  3.56  0.579
H  2.79  -3.12  2.90  0.373
H  1.82  -5.63  1.50  0.441
H  2.08  -4.03  0.82  -0.306
H  4.66  -4.85  1.72  0.497
H  3.96  -6.27  0.95  0.201
H  3.51  -4.66  -1.00  0.243
H  8.68  -3.06  1.19  0.349
H  9.42  -3.82  -0.20  0.330
H  10.37  -1.67  -0.20  0.429
H  9.14  -1.54  -1.44  0.434
H  8.21  -0.82  1.30  0.209
H  7.94  0.40  -1.48  0.361
H  6.67  -0.43  -0.56  0.279
H  7.25  1.15  -0.05  0.429
H  9.31  1.42  1.26  0.418
H  10.53  0.14  1.33  0.412
H  10.20  0.96  -0.19  0.366
H  7.49  -2.64  -2.41  0.255
H  5.18  -3.46  -2.63  0.186
C  -4.62  -0.63  3.47  -1.236
C  -5.57  0.26  2.68  -0.411
N  -4.97  1.54  2.33  0.150
C  -5.93  2.53  1.86  -0.765
C  -6.68  2.24  0.56  -0.692
C  -3.73  1.48  1.58  -0.533
C  -3.73  0.75  0.23  -0.331
H  -4.24  -0.10  4.34  0.317
H  -5.15  -1.52  3.81  0.498
H  -3.77  -0.96  2.87  0.041
H  -6.44  0.48  3.30  0.514
H  -5.94  -0.30  1.81  0.250
H  -5.40  3.48  1.77  0.371
H  -6.67  2.67  2.66  0.400
H  -6.03  2.35  -0.31  -0.092
H  -7.50  2.95  0.44  0.395
H  -7.11  1.24  0.54  0.344
H  -2.98  1.00  2.22  0.067
H  -3.38  2.50  1.44  0.332
H  -4.26  -0.20  0.28  0.264
H  -2.70  0.53  -0.07  0.228
H  -4.18  1.34  -0.57  -0.148
C  -4.99  5.17  -1.69  -0.914
C  -5.41  5.24  -3.16  -0.420
N  -4.33  4.86  -4.06  0.077
C  -4.61  5.18  -5.45  -0.714
C  -5.77  4.45  -6.14  -0.961
C  -3.73  3.57  -3.81  -0.731
C  -4.64  2.33  -3.80  -0.854
H  -4.10  5.77  -1.51  0.334
H  -5.80  5.55  -1.06  0.438
H  -4.79  4.15  -1.38  -0.155
H  -5.69  6.26  -3.40  0.490
H  -6.31  4.63  -3.29  0.243
H  -3.69  5.01  -6.02  0.364
H  -4.80  6.26  -5.50  0.415
H  -5.52  3.41  -6.36  0.222
H  -6.00  4.94  -7.09  0.396
H  -6.67  4.46  -5.54  0.273
H  -3.21  3.62  -2.85  0.352
H  -2.94  3.43  -4.56  0.371
H  -5.55  2.51  -3.22  0.172
H  -4.12  1.49  -3.33  0.328
H  -4.94  2.02  -4.80  0.296

Values from the calculation:
DFT total energy = -2244.1689 a.u.
net charge = +1